Entry from the OMol25 dataset: a cluster of 12 separate species, C91H196N10O12 in total at a distorted geometry (wB97M-V/def2-TZVPD).

Calculated values
LUMO: 0.46 eV
Relative energy (zero: lowest compared OMol25 entry of this formula, charge and spin): 0.0 kcal/mol
DFT total energy: -137002.0756 eV
SMILES string: CC1(C)CCCC(C)(C)N1O.CC1(C)CCCC(C)(C)N1O.CC1(C)CCCC(C)(C)N1O.CC1(C)CCCC(C)(C)N1O.CC1(C)CCCC(C)(C)N1O.CC1(C)CCCC(C)(C)N1O.CC1(C)CCCC(C)(C)N1O.CC1(C)CCCC(C)(C)N1O.CC1(C)CCCC(C)(C)N1O.CC1(C)CCCC(C)(C)N1O.CO.O
HOMO energy: -8.1 eV
Kohn-Sham gap: 8.5 eV

Last columns: bonded neighbours and bond lengths (Å).
Element x y z (Å)
1 C 6.865 2.196 -0.457  O2 1.428, H3 1.099, H4 1.120, H5 1.106
2 O 6.450 3.346 0.281  C1 1.428, H6 0.955
3 H 7.388 2.576 -1.346  C1 1.099
4 H 7.646 1.618 0.102  C1 1.120
5 H 6.008 1.521 -0.641  C1 1.106
6 H 6.141 3.089 1.147  O2 0.955
7 O -0.530 4.411 1.474  H8 0.981, H9 0.949
8 H -0.080 5.170 1.044  O7 0.981
9 H -0.222 3.653 0.995  O7 0.949
10 C 0.279 -7.798 -3.204  C11 1.522, H21 1.093, H22 1.090, H23 1.087
11 C 1.132 -7.492 -1.982  C10 1.522, C12 1.533, N16 1.489, C20 1.545
12 C 2.106 -8.658 -1.780  C11 1.533, C13 1.543, H24 1.096, H25 1.099
13 C 3.524 -8.300 -1.290  C12 1.543, C14 1.544, H26 1.070, H27 1.173
14 C 4.161 -6.990 -1.800  C13 1.544, C15 1.554, H28 1.149, H29 1.084
15 C 3.132 -5.844 -1.593  C14 1.554, N16 1.478, C18 1.518, C19 1.541
16 N 1.869 -6.228 -2.259  C11 1.489, C15 1.478, O17 1.437
17 O 0.931 -5.140 -2.228  N16 1.437, H39 1.015
18 C 2.994 -5.452 -0.133  C15 1.518, H30 1.144, H31 1.161, H32 1.121
19 C 3.723 -4.608 -2.300  C15 1.541, H33 1.116, H34 1.078, H35 1.128
20 C 0.261 -7.318 -0.717  C11 1.545, H36 1.126, H37 1.068, H38 1.084
21 H -0.071 -8.833 -3.153  C10 1.093
22 H 0.823 -7.607 -4.130  C10 1.090
23 H -0.629 -7.202 -3.171  C10 1.087
24 H 1.679 -9.340 -1.035  C12 1.096
25 H 2.251 -9.099 -2.777  C12 1.099
26 H 4.190 -9.097 -1.548  C13 1.070
27 H 3.602 -8.242 -0.121  C13 1.173
28 H 4.392 -7.046 -2.924  C14 1.149
29 H 5.045 -6.828 -1.194  C14 1.084
30 H 3.944 -4.903 0.187  C18 1.144
31 H 2.068 -4.777 0.054  C18 1.161
32 H 2.786 -6.330 0.532  C18 1.121
33 H 3.017 -3.751 -2.194  C19 1.116
34 H 4.680 -4.462 -1.825  C19 1.078
35 H 3.888 -4.679 -3.413  C19 1.128
36 H -0.443 -8.182 -0.556  C20 1.126
37 H -0.362 -6.467 -0.883  C20 1.068
38 H 0.848 -7.193 0.186  C20 1.084
39 H 0.979 -4.830 -3.193  O17 1.015
40 C -1.856 -3.177 6.052  C41 1.544, H51 1.104, H52 1.047, H53 1.104
41 C -1.495 -2.234 4.884  C40 1.544, C42 1.535, N46 1.494, C50 1.465
42 C -0.194 -1.572 5.358  C41 1.535, C43 1.531, H54 1.127, H55 1.104
43 C 1.033 -2.474 5.201  C42 1.531, C44 1.572, H56 1.110, H57 1.091
44 C 1.119 -3.099 3.761  C43 1.572, C45 1.549, H58 1.100, H59 1.138
45 C -0.191 -3.815 3.350  C44 1.549, N46 1.481, C48 1.438, C49 1.621
46 N -1.335 -2.898 3.555  C41 1.494, C45 1.481, O47 1.470
47 O -2.571 -3.659 3.322  N46 1.470, H69 0.990
48 C -0.141 -4.223 1.972  C45 1.438, H60 1.098, H61 1.072, H62 1.125
49 C -0.239 -5.213 4.168  C45 1.621, H63 1.087, H64 1.095, H65 1.104
50 C -2.583 -1.257 4.797  C41 1.465, H66 1.099, H67 1.043, H68 1.089
51 H -2.636 -3.880 5.711  C40 1.104
52 H -2.207 -2.711 6.922  C40 1.047
53 H -1.088 -3.887 6.405  C40 1.104
54 H -0.062 -0.583 4.834  C42 1.127
55 H -0.419 -1.263 6.394  C42 1.104
56 H 0.987 -3.307 5.934  C43 1.110
57 H 1.999 -2.028 5.438  C43 1.091
58 H 1.936 -3.836 3.784  C44 1.100
59 H 1.339 -2.273 3.010  C44 1.138
60 H 0.741 -4.770 1.614  C48 1.098
61 H -0.989 -4.852 1.789  C48 1.072
62 H -0.113 -3.297 1.333  C48 1.125
63 H 0.159 -6.055 3.609  C49 1.087
64 H 0.235 -5.210 5.155  C49 1.095
65 H -1.313 -5.415 4.330  C49 1.104
66 H -2.824 -0.856 5.791  C50 1.099
67 H -3.462 -1.650 4.396  C50 1.043
68 H -2.288 -0.433 4.149  C50 1.089
69 H -2.862 -3.248 2.471  O47 0.990
70 C -3.133 2.297 1.372  C71 1.530, H81 1.063, H82 1.117, H83 1.123
71 C -4.590 2.135 1.813  C70 1.530, C72 1.572, N76 1.464, C80 1.569
72 C -4.726 0.603 2.136  C71 1.572, C73 1.546, H84 1.078, H85 1.118
73 C -6.002 0.384 2.980  C72 1.546, C74 1.470, H86 1.036, H87 1.101
74 C -6.142 1.342 4.087  C73 1.470, C75 1.490, H88 1.074, H89 1.102
75 C -6.107 2.811 3.840  C74 1.490, N76 1.541, C78 1.534, C79 1.543
76 N -4.865 3.016 2.950  C71 1.464, C75 1.541, O77 1.435
77 O -4.894 4.361 2.451  N76 1.435, H99 0.967
78 C -7.403 3.326 3.201  C75 1.534, H90 1.080, H91 1.095, H92 1.153
79 C -5.837 3.598 5.140  C75 1.543, H93 1.052, H94 1.085, H95 1.085
80 C -5.574 2.425 0.626  C71 1.569, H96 1.114, H97 1.069, H98 1.115
81 H -2.833 3.241 0.988  C70 1.063
82 H -2.866 1.483 0.655  C70 1.117
83 H -2.374 2.133 2.184  C70 1.123
84 H -4.702 0.074 1.197  C72 1.078
85 H -3.837 0.310 2.748  C72 1.118
86 H -6.048 -0.577 3.361  C73 1.036
87 H -6.896 0.503 2.349  C73 1.101
88 H -5.321 1.140 4.749  C74 1.074
89 H -7.016 1.161 4.733  C74 1.102
90 H -8.192 3.067 3.892  C78 1.080
91 H -7.457 4.381 2.912  C78 1.095
92 H -7.820 2.737 2.302  C78 1.153
93 H -6.566 3.402 5.873  C79 1.052
94 H -4.882 3.231 5.506  C79 1.085
95 H -5.771 4.671 4.994  C79 1.085
96 H -6.562 1.974 0.872  C80 1.114
97 H -5.097 2.055 -0.256  C80 1.069
98 H -5.670 3.532 0.523  C80 1.115
99 H -4.249 4.801 3.021  O77 0.967
100 C -1.005 6.583 4.276  C101 1.536, H111 1.060, H112 1.074, H113 1.087
101 C 0.135 6.125 5.197  C100 1.536, C102 1.573, N106 1.450, C110 1.509
102 C -0.189 6.333 6.722  C101 1.573, C103 1.550, H114 1.121, H115 1.108
103 C -1.380 5.428 7.129  C102 1.550, C104 1.493, H116 1.092, H117 1.095
104 C -1.016 3.992 6.946  C103 1.493, C105 1.556, H118 1.156, H119 1.141
105 C -0.649 3.683 5.466  C104 1.556, N106 1.508, C108 1.572, C109 1.578
106 N 0.396 4.703 5.091  C101 1.450, C105 1.508, O107 1.437
107 O 0.860 4.437 3.758  N106 1.437, H129 0.989
108 C 0.037 2.280 5.288  C105 1.572, H120 1.082, H121 1.103, H122 1.087
109 C -1.943 3.743 4.564  C105 1.578, H123 1.137, H124 1.154, H125 1.112
110 C 1.440 6.828 4.913  C101 1.509, H126 1.080, H127 1.096, H128 1.046
111 H -1.944 6.187 4.565  C100 1.060
112 H -0.849 6.442 3.222  C100 1.074
113 H -1.102 7.659 4.393  C100 1.087
114 H 0.686 5.955 7.313  C102 1.121
115 H -0.517 7.371 6.932  C102 1.108
116 H -2.288 5.641 6.560  C103 1.092
117 H -1.597 5.562 8.194  C103 1.095
118 H -1.833 3.282 7.352  C104 1.156
119 H -0.027 3.824 7.491  C104 1.141
120 H 1.039 2.269 5.698  C108 1.082
121 H -0.657 1.511 5.666  C108 1.103
122 H 0.084 2.160 4.209  C108 1.087
123 H -1.764 4.015 3.475  C109 1.137
124 H -2.570 2.776 4.616  C109 1.154
125 H -2.704 4.468 4.928  C109 1.112
126 H 2.185 6.285 5.475  C110 1.080
127 H 1.379 7.783 5.447  C110 1.096
128 H 1.694 6.911 3.902  C110 1.046
129 H 0.108 4.570 3.130  O107 0.989
130 C 1.387 -4.716 -7.677  C131 1.496, H141 1.090, H142 1.092, H143 1.139
131 C 0.770 -3.564 -6.948  C130 1.496, C132 1.507, N136 1.500, C140 1.551
132 C -0.104 -2.780 -7.893  C131 1.507, C133 1.566, H144 1.014, H145 1.154
133 C -1.120 -1.901 -7.087  C132 1.566, C134 1.520, H146 1.123, H147 1.074
134 C -1.935 -2.633 -6.034  C133 1.520, C135 1.494, H148 1.125, H149 1.083
135 C -1.022 -3.422 -5.154  C134 1.494, N136 1.431, C138 1.539, C139 1.487
136 N -0.160 -4.221 -5.971  C131 1.500, C135 1.431, O137 1.480
137 O 0.698 -4.986 -5.040  N136 1.480, H159 0.955
138 C -0.325 -2.481 -4.156  C135 1.539, H150 1.050, H151 1.097, H152 1.127
139 C -1.849 -4.333 -4.319  C135 1.487, H153 1.175, H154 1.066, H155 1.082
140 C 1.830 -2.619 -6.325  C131 1.551, H156 1.089, H157 1.143, H158 1.082
141 H 2.034 -4.435 -8.507  C130 1.090
142 H 0.665 -5.449 -8.041  C130 1.092
143 H 2.098 -5.327 -7.032  C130 1.139
144 H 0.482 -2.174 -8.456  C132 1.014
145 H -0.649 -3.549 -8.560  C132 1.154
146 H -1.812 -1.274 -7.711  C133 1.123
147 H -0.556 -1.162 -6.549  C133 1.074
148 H -2.524 -3.411 -6.595  C134 1.125
149 H -2.623 -2.042 -5.443  C134 1.083
150 H -0.973 -2.301 -3.349  C138 1.050
151 H 0.624 -2.831 -3.732  C138 1.097
152 H -0.108 -1.462 -4.585  C138 1.127
153 H -2.357 -5.250 -4.850  C139 1.175
154 H -1.280 -4.634 -3.469  C139 1.066
155 H -2.725 -3.777 -4.008  C139 1.082
156 H 1.485 -1.587 -6.282  C140 1.089
157 H 2.720 -2.592 -7.040  C140 1.143
158 H 2.187 -2.853 -5.330  C140 1.082
159 H 0.381 -5.885 -5.001  O137 0.955
160 C -4.848 4.385 -7.202  C161 1.500, H171 1.115, H172 1.060, H173 1.080
161 C -3.664 4.513 -6.290  C160 1.500, C162 1.582, N166 1.480, C170 1.510
162 C -4.223 4.901 -4.861  C161 1.582, C163 1.478, H174 1.062, H175 1.141
163 C -3.188 4.736 -3.818  C162 1.478, C164 1.539, H176 1.085, H177 1.091
164 C -2.668 3.288 -3.773  C163 1.539, C165 1.505, H178 1.105, H179 1.106
165 C -2.049 2.847 -5.071  C164 1.505, N166 1.564, C168 1.557, C169 1.531
166 N -3.160 3.130 -6.135  C161 1.480, C165 1.564, O167 1.444
167 O -2.618 2.691 -7.398  N166 1.444, H189 0.962
168 C -0.680 3.505 -5.417  C165 1.557, H180 1.107, H181 1.028, H182 1.153
169 C -1.817 1.334 -5.104  C165 1.531, H183 1.107, H184 1.068, H185 1.105
170 C -2.753 5.627 -6.748  C161 1.510, H186 1.073, H187 1.116, H188 1.088
171 H -5.395 3.460 -6.903  C160 1.115
172 H -4.654 4.310 -8.241  C160 1.060
173 H -5.478 5.235 -6.985  C160 1.080
174 H -4.671 5.863 -4.895  C162 1.062
175 H -5.017 4.097 -4.699  C162 1.141
176 H -3.436 5.087 -2.822  C163 1.085
177 H -2.347 5.383 -4.069  C163 1.091
178 H -3.561 2.655 -3.621  C164 1.105
179 H -2.023 3.028 -2.913  C164 1.106
180 H -0.522 3.420 -6.509  C168 1.107
181 H -0.636 4.519 -5.253  C168 1.028
182 H 0.199 3.034 -4.839  C168 1.153
183 H -1.465 0.947 -6.080  C169 1.107
184 H -1.009 1.056 -4.462  C169 1.068
185 H -2.690 0.707 -4.849  C169 1.105
186 H -1.996 5.657 -5.987  C170 1.073
187 H -3.291 6.601 -6.829  C170 1.116
188 H -2.303 5.410 -7.715  C170 1.088
189 H -3.163 1.973 -7.736  O167 0.962
190 C 3.959 4.880 0.232  C191 1.513, H201 1.062, H202 1.053, H203 1.130
191 C 3.425 5.876 -0.773  C190 1.513, C192 1.513, N196 1.489, C200 1.532
192 C 3.905 5.397 -2.125  C191 1.513, C193 1.512, H204 1.081, H205 1.120
193 C 3.224 6.214 -3.201  C192 1.512, C194 1.471, H206 1.100, H207 1.136
194 C 1.788 5.898 -3.179  C193 1.471, C195 1.572, H208 1.104, H209 1.114
195 C 1.106 6.363 -1.841  C194 1.572, N196 1.503, C198 1.537, C199 1.566
196 N 1.951 5.666 -0.811  C191 1.489, C195 1.503, O197 1.427
197 O 1.336 5.963 0.441  N196 1.427, H219 0.965
198 C 0.975 7.890 -1.721  C195 1.537, H210 1.082, H211 1.103, H212 1.112
199 C -0.310 5.728 -1.634  C195 1.566, H213 1.108, H214 1.098, H215 1.090
200 C 4.036 7.248 -0.470  C191 1.532, H216 1.116, H217 1.065, H218 1.075
201 H 5.008 5.039 0.274  C190 1.062
202 H 3.712 3.883 0.004  C190 1.053
203 H 3.604 5.006 1.297  C190 1.130
204 H 4.958 5.624 -2.219  C192 1.081
205 H 3.785 4.285 -2.187  C192 1.120
206 H 3.587 5.847 -4.172  C193 1.100
207 H 3.385 7.336 -3.285  C193 1.136
208 H 1.679 4.818 -3.378  C194 1.104
209 H 1.231 6.478 -3.950  C194 1.114
210 H 1.860 8.410 -2.063  C198 1.082
211 H 0.076 8.286 -2.223  C198 1.103
212 H 0.785 8.228 -0.680  C198 1.112
213 H -0.989 5.969 -2.476  C199 1.108
214 H -0.211 4.635 -1.593  C199 1.098
215 H -0.828 6.115 -0.757  C199 1.090
216 H 3.791 7.986 -1.269  C200 1.116
217 H 5.081 7.063 -0.372  C200 1.065
218 H 3.725 7.541 0.516  C200 1.075
219 H 1.620 6.847 0.707  O197 0.965
220 C 7.806 -0.950 3.937  C221 1.502, H231 1.089, H232 1.099, H233 1.096
221 C 6.658 -1.900 3.751  C220 1.502, C222 1.479, N226 1.458, C230 1.550
222 C 6.433 -2.217 2.324  C221 1.479, C223 1.535, H234 1.128, H235 1.099
223 C 5.481 -3.393 2.065  C222 1.535, C224 1.512, H236 1.063, H237 1.095
224 C 6.125 -4.623 2.663  C223 1.512, C225 1.594, H238 1.137, H239 1.085
225 C 6.378 -4.432 4.225  C224 1.594, N226 1.514, C228 1.569, C229 1.543
226 N 7.024 -3.092 4.506  C221 1.458, C225 1.514, O227 1.403
227 O 7.207 -2.793 5.864  N226 1.403, H249 0.994
228 C 4.976 -4.565 4.916  C225 1.569, H240 1.103, H241 1.101, H242 1.122
229 C 7.316 -5.496 4.833  C225 1.543, H243 1.116, H244 1.095, H245 1.051
230 C 5.403 -1.303 4.438  C221 1.550, H246 1.092, H247 1.103, H248 1.078
231 H 7.672 0.067 3.570  C220 1.089
232 H 8.730 -1.374 3.520  C220 1.099
233 H 7.906 -0.865 5.025  C220 1.096
234 H 6.059 -1.236 1.912  C222 1.128
235 H 7.404 -2.524 1.911  C222 1.099
236 H 5.308 -3.463 1.019  C223 1.063
237 H 4.512 -3.064 2.455  C223 1.095
238 H 7.099 -4.798 2.102  C224 1.137
239 H 5.506 -5.507 2.547  C224 1.085
240 H 4.200 -3.933 4.451  C228 1.103
241 H 4.569 -5.588 4.939  C228 1.101
242 H 5.076 -4.387 6.020  C228 1.122
243 H 6.796 -6.484 4.836  C229 1.116
244 H 8.216 -5.544 4.213  C229 1.095
245 H 7.522 -5.196 5.819  C229 1.051
246 H 4.628 -2.071 4.386  C230 1.092
247 H 5.068 -0.370 3.953  C230 1.103
248 H 5.589 -1.029 5.463  C230 1.078
249 H 6.270 -2.597 6.133  O227 0.994
250 C -3.983 -4.985 -0.912  C251 1.541, H261 1.138, H262 1.128, H263 1.099
251 C -4.280 -3.480 -0.753  C250 1.541, C252 1.510, N256 1.412, C260 1.578
252 C -2.960 -2.749 -0.698  C251 1.510, C253 1.509, H264 1.103, H265 1.120
253 C -3.067 -1.278 -1.014  C252 1.509, C254 1.507, H266 1.086, H267 1.088
254 C -3.784 -1.007 -2.311  C253 1.507, C255 1.515, H268 1.062, H269 1.126
255 C -5.166 -1.622 -2.233  C254 1.515, N256 1.540, C258 1.526, C259 1.580
256 N -4.942 -3.118 -1.945  C251 1.412, C255 1.540, O257 1.494
257 O -6.313 -3.701 -2.053  N256 1.494, H279 0.958
258 C -6.182 -0.869 -1.379  C255 1.526, H270 1.104, H271 1.114, H272 1.069
259 C -5.637 -1.531 -3.738  C255 1.580, H273 1.140, H274 1.092, H275 1.123
260 C -5.096 -3.327 0.589  C251 1.578, H276 1.101, H277 1.077, H278 1.100
261 H -4.835 -5.739 -0.923  C250 1.138
262 H -3.341 -5.368 -0.068  C250 1.128
263 H -3.438 -5.022 -1.866  C250 1.099
264 H -2.405 -2.857 0.249  C252 1.103
265 H -2.275 -3.114 -1.506  C252 1.120
266 H -2.107 -0.783 -1.126  C253 1.086
267 H -3.435 -0.770 -0.125  C253 1.088
268 H -3.229 -1.369 -3.141  C254 1.062
269 H -3.920 0.087 -2.540  C254 1.126
270 H -5.735 -0.448 -0.461  C258 1.104
271 H -6.516 -0.004 -1.996  C258 1.114
272 H -6.987 -1.537 -1.158  C258 1.069
273 H -5.157 -2.308 -4.420  C259 1.140
274 H -6.720 -1.671 -3.727  C259 1.092
275 H -5.341 -0.555 -4.209  C259 1.123
276 H -5.161 -2.273 0.900  C260 1.101
277 H -4.469 -3.893 1.257  C260 1.077
278 H -6.088 -3.791 0.488  C260 1.100
279 H -6.148 -4.573 -2.414  O257 0.958
280 C 2.078 1.752 -2.699  C281 1.507, H291 1.103, H292 1.106, H293 1.118
281 C 1.842 0.778 -1.574  C280 1.507, C282 1.558, N286 1.453, C290 1.479
282 C 2.689 -0.518 -1.747  C281 1.558, C283 1.495, H294 1.128, H295 1.078
283 C 2.747 -1.322 -0.489  C282 1.495, C284 1.516, H296 1.070, H297 1.065
284 C 3.211 -0.502 0.699  C283 1.516, C285 1.523, H298 1.120, H299 1.080
285 C 2.311 0.706 0.923  C284 1.523, N286 1.457, C288 1.555, C289 1.548
286 N 2.290 1.417 -0.349  C281 1.453, C285 1.457, O287 1.454
287 O 1.301 2.469 -0.182  N286 1.454, H309 0.932
288 C 0.927 0.399 1.562  C285 1.555, H300 1.090, H301 1.082, H302 1.086
289 C 2.949 1.708 1.915  C285 1.548, H303 1.127, H304 1.065, H305 1.117
290 C 0.417 0.450 -1.799  C281 1.479, H306 1.073, H307 1.107, H308 1.085
291 H 3.044 2.261 -2.549  C280 1.103
292 H 1.262 2.499 -2.724  C280 1.106
293 H 2.130 1.253 -3.699  C280 1.118
294 H 2.217 -1.125 -2.572  C282 1.128
295 H 3.668 -0.144 -1.999  C282 1.078
296 H 3.457 -2.107 -0.644  C283 1.070
297 H 1.841 -1.841 -0.280  C283 1.065
298 H 4.276 -0.162 0.632  C284 1.120
299 H 3.251 -1.056 1.626  C284 1.080
300 H 0.468 -0.528 1.219  C288 1.090
301 H 0.865 0.247 2.631  C288 1.082
302 H 0.251 1.190 1.249  C288 1.086
303 H 2.265 2.527 2.277  C289 1.127
304 H 3.212 1.103 2.751  C289 1.065
305 H 3.915 2.115 1.530  C289 1.117
306 H -0.186 1.291 -1.518  C290 1.073
307 H -0.022 -0.340 -1.159  C290 1.107
308 H 0.222 0.201 -2.837  C290 1.085
309 H 1.782 3.265 -0.241  O287 0.932

Here are the Löwdin charges for atoms 1 to 99, given in e: -0.139, -0.148, 0.082, 0.082, 0.069, 0.063, -0.059, 0.021, 0.024, -0.033, -0.507, -0.123, -0.185, -0.129, -0.533, -0.074, -0.075, -0.039, -0.045, -0.028, 0.093, 0.084, 0.075, 0.121, 0.117, 0.088, 0.132, 0.144, 0.111, 0.081, 0.093, 0.074, 0.070, 0.072, 0.101, 0.104, 0.055, 0.066, 0.077, -0.038, -0.522, -0.134, -0.157, -0.109, -0.521, -0.016, -0.057, -0.079, -0.007, -0.051, 0.090, 0.063, 0.076, 0.103, 0.126, 0.099, 0.097, 0.106, 0.119, 0.071, 0.080, 0.101, 0.072, 0.063, 0.075, 0.105, 0.061, 0.079, 0.085, -0.040, -0.484, -0.105, -0.174, -0.174, -0.485, -0.067, -0.041, -0.035, -0.019, -0.014, 0.056, 0.085, 0.081, 0.058, 0.108, 0.087, 0.112, 0.113, 0.139, 0.072, 0.084, 0.095, 0.068, 0.069, 0.084, 0.069, 0.059, 0.091, 0.089